Record 1
The following is a DFT calculation (ωB97M-V/def2-TZVPD) of 10 unconnected molecules or ions with the total composition C5H33N2O9 in a non-equilibrium geometry.

XYZ file:
```
49
Properties=species:S:1:pos:R:3:nbo_charge:R:1
C -1.53 0.91 -0.79 -0.3181
N -0.86 2.10 -0.23 -0.2068
C -1.57 3.35 -0.49 -0.4795
C -0.99 0.47 -2.18 -0.0228
N 0.17 -0.48 -1.97 -0.5886
C 0.93 -0.72 -3.22 -0.4268
C -2.11 -0.22 -2.95 -0.6426
H -2.61 1.07 -0.83 0.2575
H -1.43 0.10 -0.06 0.3036
H 0.12 2.14 -0.60 0.4424
H -1.02 4.16 -0.01 0.2518
H -1.69 3.51 -1.58 0.2884
H -2.55 3.35 -0.03 0.2606
H -0.61 1.33 -2.73 0.2273
H -0.21 -1.42 -1.60 0.4822
H 0.80 -0.12 -1.25 0.4609
H 0.29 -1.10 -4.02 0.2382
H 1.39 0.20 -3.57 0.2212
H 1.74 -1.43 -3.04 0.2461
H -2.93 0.48 -3.13 0.2459
H -1.76 -0.56 -3.93 0.2533
H -2.42 -1.11 -2.40 0.2622
H 1.97 2.70 -2.01 0.5251
H 1.93 2.16 -0.52 0.5196
O 1.54 2.07 -1.42 -0.9907
H 3.09 2.20 1.73 0.5293
H 1.52 2.08 1.76 0.5127
O 2.32 1.97 1.20 -1.0072
H -0.45 2.84 2.91 0.5249
H -0.58 1.87 1.67 0.4843
O -0.06 2.06 2.47 -0.9493
H -2.31 -2.10 1.98 0.5059
H -0.82 -1.76 1.85 0.5050
O -1.70 -1.56 1.45 -1.0130
H 0.17 -0.01 4.87 0.4986
H 0.41 0.72 3.56 0.4854
O 0.70 -0.06 4.07 -0.9678
H 1.24 -1.48 1.50 0.4934
H 0.80 -1.42 2.96 0.5211
O 0.85 -2.05 2.20 -1.0090
H 0.51 -5.00 0.83 0.5020
H 0.44 -3.51 1.23 0.5044
O 0.30 -4.13 0.48 -0.9951
H -1.53 -2.22 -0.18 0.5069
H -0.68 -3.37 -0.75 0.5370
O -1.15 -2.55 -1.03 -1.0028
H 2.84 -0.89 -0.01 0.5128
H 2.15 0.32 0.67 0.5063
O 1.98 -0.53 0.20 -0.9962
```

As for the spin multiplicity: 2. The value obtained for the frontier orbital gap (alpha / beta) is 10.84 / 5.47 eV. Its expectation value of S² is 0.754. Its calculated total energy is -27113.320 eV. Its total charge is +2. Its relative energy (zero: lowest compared OMol25 entry of this formula, charge and spin) is 0.0000 eV. The lowest unoccupied orbital energy (alpha / beta) comes out at -0.2114 / -0.4090 hartree.

Record 2
The following is a DFT calculation (ωB97M-V/def2-TZVPD) of 10 unconnected molecules or ions with the total composition C18H54F6O12P in a non-equilibrium geometry.

XYZ file:
```
91
Properties=species:S:1:pos:R:3:mulliken_charge:R:1
P -1.06 -0.52 0.95 1.8571
F -1.83 0.76 0.26 -0.3793
F 0.08 -0.61 -0.18 -0.3829
F -0.07 0.53 1.72 -0.5610
F -0.31 -1.80 1.60 -0.4600
F -2.02 -0.44 2.25 -0.3272
F -1.97 -1.55 0.12 -0.3714
C -3.12 2.37 -1.91 -0.4394
O -4.18 2.53 -2.85 -0.5520
H -3.12 3.08 -1.08 0.3246
H -2.83 1.35 -1.66 -0.0197
H -2.22 2.73 -2.41 0.3487
H -3.84 1.88 -3.48 0.3268
C -0.35 0.28 4.61 -0.4489
O 0.97 0.05 4.03 -0.5808
H -0.26 0.57 5.65 0.3257
H -0.99 0.95 4.04 -0.0051
H -0.86 -0.69 4.63 0.3203
H 0.81 0.42 3.15 0.2973
C 3.06 -0.29 1.45 0.0080
O 3.47 0.19 2.72 -0.5615
H 3.89 -0.52 0.78 0.2731
H 2.52 -1.21 1.65 0.0661
H 2.40 0.48 1.05 -0.1222
H 3.98 0.99 2.65 0.2773
C 2.11 1.70 -1.67 -0.4545
O 2.38 0.94 -2.84 -0.3456
H 3.00 1.63 -1.04 0.2253
H 1.83 2.74 -1.84 0.4154
H 1.21 1.37 -1.16 0.0179
H 1.75 1.04 -3.56 0.3719
C -5.71 -0.53 0.87 -0.4601
O -4.87 -1.51 1.49 -0.5895
H -6.72 -0.87 0.63 0.2708
H -5.85 0.25 1.62 0.2293
H -5.19 -0.08 0.02 0.1211
H -3.96 -1.23 1.34 0.2807
C -1.64 -4.48 2.29 -0.3746
O -1.85 -5.63 3.04 -0.5768
H -0.57 -4.37 2.14 0.2029
H -2.01 -4.49 1.26 0.2034
H -2.09 -3.59 2.72 0.1927
H -1.22 -5.62 3.77 0.3198
C 5.84 -1.94 -2.81 -0.7542
O 4.75 -2.79 -2.51 -0.4042
C 3.64 -1.88 -2.00 -0.1757
C 2.51 -2.70 -1.38 0.1984
O 2.36 -3.92 -2.15 -0.3951
C 1.07 -4.45 -2.11 -0.5516
H 6.68 -2.45 -2.31 0.2781
H 5.71 -0.96 -2.36 0.3055
H 5.98 -1.90 -3.89 0.2260
H 3.24 -1.35 -2.86 0.0517
H 3.87 -1.01 -1.40 0.0860
H 1.58 -2.13 -1.28 -0.0498
H 2.80 -2.98 -0.37 0.5772
H 1.08 -5.43 -2.58 0.2578
H 0.37 -3.84 -2.69 0.1038
H 0.71 -4.59 -1.09 0.2946
C -2.49 2.60 5.82 -0.7999
O -1.15 3.18 6.06 -0.2843
C -1.16 4.59 5.73 -0.6941
C -1.13 4.93 4.27 -0.4665
O 0.01 4.39 3.68 -0.3763
C -0.29 3.73 2.40 -0.5278
H -3.20 3.28 6.31 0.3511
H -2.56 1.60 6.24 0.2736
H -2.74 2.47 4.76 0.2794
H -0.24 5.01 6.13 0.2979
H -1.97 5.02 6.32 0.4357
H -1.03 6.01 4.41 0.3165
H -2.07 4.74 3.76 0.4435
H 0.41 2.91 2.25 0.1683
H -0.41 4.46 1.60 0.3933
H -1.25 3.21 2.48 0.1993
C 1.20 1.69 -6.03 -0.9266
O 1.00 0.60 -5.15 -0.4078
C 0.99 -0.71 -5.77 -0.7735
C 0.46 -1.79 -4.75 0.2930
O -0.89 -1.53 -4.30 -0.5058
C -0.98 -1.24 -2.91 -0.1551
H 2.22 1.81 -6.39 0.3219
H 1.06 2.61 -5.47 0.2743
H 0.58 1.65 -6.92 0.3554
H 2.02 -0.80 -6.12 0.3782
H 0.28 -0.70 -6.60 0.3898
H 1.23 -1.92 -3.99 -0.4255
H 0.37 -2.77 -5.23 0.4168
H -0.34 -0.41 -2.63 0.0639
H -0.83 -2.13 -2.29 0.1157
H -2.02 -0.97 -2.72 0.2634
```

The value obtained for the frontier orbital gap is 8.84 eV. Its calculated total energy is -69705.917 eV. Its total charge is -1. The lowest unoccupied orbital energy comes out at 0.0830 hartree.

Record 3
The following is a DFT calculation (ωB97M-V/def2-TZVPD) of a molecular structure, C12H24BrIMgO8 in a non-equilibrium geometry.

XYZ file:
```
47
Properties=species:S:1:pos:R:3:nbo_charge:R:1
Mg -0.73 0.72 -1.46 1.6762
I -0.73 3.13 -2.46 -0.8513
Br -2.12 -0.88 -2.57 -0.8721
C -1.76 3.18 1.75 -0.2667
O -2.67 2.11 2.00 -0.4863
C -2.84 1.23 1.03 1.0301
O -2.13 1.11 0.08 -0.7300
O -3.88 0.50 1.31 -0.4827
C -4.32 -0.50 0.40 -0.2690
H -1.77 3.41 0.68 0.2269
H -0.75 2.88 2.01 0.1747
H -2.04 4.05 2.32 0.2006
H -5.29 -0.83 0.75 0.1985
H -3.62 -1.32 0.21 0.2058
H -4.50 -0.02 -0.57 0.2152
C 1.55 -2.69 -1.85 -0.2737
O 2.46 -1.86 -2.54 -0.4738
C 2.18 -0.58 -2.54 1.0221
O 1.17 -0.06 -2.16 -0.7274
O 3.21 0.09 -3.04 -0.4836
C 2.98 1.46 -3.35 -0.2706
H 1.89 -3.72 -1.98 0.1986
H 0.54 -2.57 -2.24 0.2276
H 1.54 -2.49 -0.78 0.1839
H 2.46 1.58 -4.30 0.2043
H 3.95 1.93 -3.45 0.1958
H 2.39 1.95 -2.58 0.2104
C 2.44 0.34 1.53 -0.7245
C 1.76 1.43 0.74 0.6431
O 0.78 1.16 0.10 -0.6177
C 2.41 2.78 0.58 -0.7280
H 1.75 -0.04 2.29 0.2426
H 3.30 0.68 2.11 0.2219
H 2.72 -0.47 0.86 0.2471
H 2.88 2.91 -0.39 0.2591
H 3.10 2.98 1.40 0.2164
H 1.58 3.51 0.61 0.2562
C -0.71 -3.70 0.72 -0.7266
C -0.91 -2.27 1.18 0.6101
O -0.60 -1.35 0.44 -0.5703
C -1.37 -2.01 2.58 -0.7280
H 0.22 -4.08 1.14 0.2334
H -0.64 -3.70 -0.37 0.2437
H -1.54 -4.34 1.00 0.2306
H -1.78 -1.00 2.63 0.2373
H -0.47 -1.97 3.20 0.2386
H -2.09 -2.70 3.01 0.2318
```

The value obtained for the frontier orbital gap is 7.92 eV. Its calculated total energy is -112806.479 eV. Its total charge is 0. Its relative energy (zero: lowest compared OMol25 entry of this formula, charge and spin) is 0.0000 eV. The lowest unoccupied orbital energy comes out at 0.0065 hartree.

Record 4
The following is a DFT calculation (ωB97M-V/def2-TZVPD) of 2 unconnected molecules or ions with the total composition C9H14.

XYZ file:
```
23
Properties=species:S:1:pos:R:3:nbo_charge:R:1
C -3.02 1.05 -0.84 -0.6314
C 0.43 -0.40 -0.27 -0.1948
C -0.95 -0.27 -0.31 -0.2210
C 1.22 0.46 -1.02 -0.2302
C -1.55 0.77 -0.99 -0.0050
C 0.63 1.45 -1.78 -0.1993
C -0.76 1.59 -1.80 -0.2201
H 0.89 -1.09 0.39 0.2097
H -1.57 -0.99 0.21 0.2082
H 2.30 0.37 -0.99 0.2107
H 1.24 2.12 -2.36 0.2095
H -3.48 0.30 -0.19 0.2120
H -3.57 1.09 -1.78 0.2187
H -1.15 2.32 -2.50 0.2109
H -3.21 1.99 -0.31 0.2207
C 2.47 -1.91 2.47 -0.6121
C 1.13 -1.85 3.17 -0.6152
H 2.56 -1.25 1.62 0.2009
H 3.23 -1.55 3.18 0.2049
H 2.82 -2.90 2.21 0.2059
H 0.73 -0.84 3.15 0.2074
H 1.23 -2.08 4.23 0.2071
H 0.36 -2.48 2.74 0.2028
```

The value obtained for the frontier orbital gap is 10.08 eV. Its calculated total energy is -9559.894 eV. Its total charge is 0. Its relative energy (zero: lowest compared OMol25 entry of this formula, charge and spin) is 0.2875 eV. The lowest unoccupied orbital energy comes out at 0.0386 hartree.

Record 5
The following is a DFT calculation (ωB97M-V/def2-TZVPD) of 2 unconnected molecules or ions with the total composition C2H2Cl2OS in a non-equilibrium geometry.

XYZ file:
```
8
Properties=species:S:1:pos:R:3:nbo_charge:R:1
C 0.09 -0.13 0.67 0.1011
C 3.21 -0.02 -0.34 -0.3168
O -0.09 1.06 0.07 -0.6618
S 2.52 0.67 -1.63 0.1029
Cl 2.94 0.61 1.23 0.0907
Cl 4.03 -1.49 -0.37 0.1260
H 0.32 0.23 1.64 0.0640
H -0.17 1.01 -0.93 0.4939
```

The value obtained for the frontier orbital gap is 7.95 eV. Its calculated total energy is -40029.907 eV. Its total charge is 0. Its relative energy (zero: lowest compared OMol25 entry of this formula, charge and spin) is 3.8616 eV. The lowest unoccupied orbital energy comes out at -0.0395 hartree.

Record 6
The following is a DFT calculation (ωB97M-V/def2-TZVPD) of a molecular structure, C12H27Cl2InO4.

XYZ file:
```
46
Properties=species:S:1:pos:R:3:mulliken_charge:R:1
C 0.23 -1.26 0.58 -1.1160
C 0.25 0.26 0.51 0.0936
Cl 0.63 0.80 -1.18 -0.2683
C -1.07 0.90 0.93 -0.1370
Cl -1.17 0.69 2.73 -0.2976
In -2.99 0.16 -0.15 0.4416
C -3.67 -1.88 0.57 0.2419
O -3.34 -2.85 -0.16 -0.5821
O -4.34 -1.92 1.62 -0.5624
H 1.23 -1.67 0.77 0.0941
H -0.42 -1.56 1.40 0.2945
H -0.15 -1.67 -0.35 0.3773
H 1.09 0.67 1.09 0.4978
H -0.98 1.97 0.78 -0.2782
H -2.70 0.20 -1.93 -0.3838
H -4.22 1.42 0.25 -0.3923
C 2.68 -6.53 0.87 -1.0443
C 2.17 -5.60 -0.21 -0.3832
O 2.48 -4.25 0.00 -0.3275
C 3.84 -3.90 0.06 -0.3158
C 4.63 -4.23 -1.20 -1.0953
H 2.30 -6.23 1.85 0.2888
H 2.35 -7.55 0.68 0.3843
H 3.77 -6.54 0.93 0.2641
H 1.08 -5.63 -0.24 0.3757
H 2.52 -5.94 -1.20 0.2833
H 4.32 -4.36 0.94 0.2928
H 3.85 -2.83 0.22 0.3270
H 4.66 -5.30 -1.40 0.2598
H 5.66 -3.88 -1.10 0.3865
H 4.17 -3.74 -2.06 0.3054
C -3.15 5.57 -1.80 -1.0916
C -3.11 4.95 -0.41 -0.4119
O -1.91 4.29 -0.11 -0.2555
C -0.73 5.04 -0.12 -0.2321
C -0.71 6.18 0.89 -1.1567
H -2.96 4.81 -2.56 0.2943
H -4.13 6.01 -1.99 0.3908
H -2.40 6.36 -1.92 0.2760
H -3.88 4.17 -0.34 0.3231
H -3.35 5.71 0.35 0.2800
H -0.51 5.42 -1.13 0.2923
H 0.06 4.32 0.12 0.3013
H -1.47 6.93 0.68 0.2671
H 0.27 6.68 0.87 0.3916
H -0.88 5.79 1.89 0.3067
```

The value obtained for the frontier orbital gap is 3.04 eV. Its calculated total energy is -51287.380 eV. Its total charge is -2. Its relative energy (zero: lowest compared OMol25 entry of this formula, charge and spin) is 0.0000 eV. The lowest unoccupied orbital energy comes out at 0.1548 hartree.